1.
The following is a DFT calculation (ωB97M-V with the def2-TZVPD basis set) of 2 unconnected molecules or ions with the total composition C2H8N2O2 at a distorted geometry.

Its total charge is 0. The calculation puts the electronic energy at -9277.41075 eV. The calculation puts the energy relative to the best compared isomer or geometry (same formula, charge and spin) at 57.65 kcal/mol. Its gap between HOMO and LUMO is 9.82 eV. Its SMILES is CC(N)=O.NO.

Atoms and positions in Å:
O (-1.724, 0.553, -0.014)
O (0.583, 1.225, 0.735)
N (-1.010, -1.302, 1.064)
N (1.578, 2.059, 0.156)
C (-0.282, -0.980, -1.220)
C (-1.057, -0.498, -0.021)
H (0.770, -1.079, -0.976)
H (2.051, 1.507, -0.558)
H (2.263, 2.228, 0.896)
H (-0.277, -1.982, 1.161)
H (-0.396, -0.273, -2.034)
H (-0.426, 1.459, 0.425)
H (-0.655, -1.962, -1.532)
H (-1.420, -0.956, 1.917)



2.
The following is a DFT calculation (ωB97M-V with the def2-TZVPD basis set) of 2 unconnected molecules or ions with the total composition C2H8N2O2 at a distorted geometry.

Its expectation value of S² is 0.756. Its total charge is +1. The spin multiplicity is 2. The calculation puts the electronic energy at -9269.33953 eV. The calculation puts the energy relative to the best compared isomer or geometry (same formula, charge and spin) at 29.28 kcal/mol. Its gap between HOMO and LUMO (spin up / spin down) is 11.53 / 5.08 eV.

Atoms and positions in Å:
O (-0.912, 2.021, -0.054)
O (0.996, -0.405, 0.245)
N (2.036, -1.811, 1.690)
N (-1.431, 0.160, -1.340)
C (-0.805, 1.427, -1.327)
C (1.174, -0.846, 1.381)
H (0.572, -0.421, 2.193)
H (2.286, -2.542, 1.043)
H (-1.484, -0.298, -2.253)
H (2.179, -2.009, 2.669)
H (-1.244, 1.258, 0.445)
H (0.270, 1.219, -1.488)
H (-1.207, 2.110, -2.097)
H (-2.429, 0.137, -1.105)



3.
The following is a DFT calculation (ωB97M-V with the def2-TZVPD basis set) of 2 unconnected molecules or ions with the total composition C2H8N2O2S at a distorted geometry.

Its total charge is 0. The calculation puts the electronic energy at -20111.82482 eV. The calculation puts the energy relative to the best compared isomer or geometry (same formula, charge and spin) at 29.44 kcal/mol. Its gap between HOMO and LUMO is 9.20 eV.

Atoms and positions in Å:
S (-1.291, -0.230, -0.688)
O (0.007, -0.002, -1.392)
O (-1.107, 0.319, 0.794)
N (0.328, -2.240, -0.168)
N (0.701, 2.147, 0.963)
C (-1.076, -2.108, -0.176)
C (1.260, 2.422, -0.118)
H (-1.661, -2.241, 0.708)
H (1.647, 1.809, -0.906)
H (-0.388, 0.968, 0.807)
H (0.633, -1.716, 0.577)
H (1.494, 3.467, -0.369)
H (0.652, -1.982, -1.132)
H (-1.468, -2.755, -0.976)
H (0.384, 2.731, 1.656)



4.
The following is a DFT calculation (ωB97M-V with the def2-TZVPD basis set) of 2 unconnected molecules or ions with the total composition C2H8N2O3S at a distorted geometry.

Its total charge is 0. The calculation puts the electronic energy at -22156.49935 eV. The calculation puts the energy relative to the best compared isomer or geometry (same formula, charge and spin) at 114.55 kcal/mol. Its gap between HOMO and LUMO (spin up / spin down) is 6.55 / 5.38 eV.

Atoms and positions in Å:
S (-1.452, -0.238, 0.837)
O (-0.991, 0.504, -0.337)
O (-0.499, -0.071, 1.901)
O (0.686, -1.752, -0.347)
N (-2.911, 0.465, 1.488)
N (1.190, -0.685, -0.585)
C (1.687, 0.128, 0.439)
C (1.060, -0.103, -1.912)
H (-3.674, 0.388, 0.704)
H (2.170, -0.498, 1.187)
H (1.998, -0.139, -2.330)
H (-3.262, 0.296, 2.369)
H (0.334, -0.721, -2.461)
H (2.267, 0.991, 0.011)
H (0.768, 0.562, 0.751)
H (0.629, 0.872, -1.716)



5.
The following is a DFT calculation (ωB97M-V with the def2-TZVPD basis set) of 2 unconnected molecules or ions with the total composition C2H8N2O4P at a distorted geometry.

Its total charge is -1. The calculation puts the electronic energy at -22666.74140 eV. The calculation puts the energy relative to the best compared isomer or geometry (same formula, charge and spin) at 9.61 kcal/mol. Its gap between HOMO and LUMO is 9.09 eV.

Atoms and positions in Å:
P (0.977, -0.453, 1.112)
O (2.366, -0.881, 0.344)
O (-1.284, -0.924, -0.974)
O (1.356, 0.009, 2.515)
O (-0.086, -1.592, 1.025)
N (1.757, 1.700, -0.275)
N (-3.331, 0.080, -1.348)
C (-2.479, -0.510, -0.647)
C (0.485, 1.015, 0.082)
H (-0.141, 0.799, -0.768)
H (-0.651, -1.330, -0.280)
H (2.433, 0.913, -0.394)
H (-2.799, -0.732, 0.396)
H (2.375, -1.779, 0.058)
H (-2.998, 0.002, -2.275)
H (-0.083, 1.705, 0.826)
H (2.103, 1.977, 0.600)



6.
The following is a DFT calculation (ωB97M-V with the def2-TZVPD basis set) of 2 unconnected molecules or ions with the total composition C2H8N2OP at a distorted geometry.

Its total charge is -1. The calculation puts the electronic energy at -16516.96544 eV. The calculation puts the energy relative to the best compared isomer or geometry (same formula, charge and spin) at 10.01 kcal/mol. Its gap between HOMO and LUMO is 6.06 eV.

Atoms and positions in Å:
P (1.927, -0.392, -0.210)
O (3.634, -0.153, -0.189)
N (-0.935, 0.015, 0.627)
N (2.857, 0.961, 0.314)
C (-1.529, 1.038, -0.161)
C (-1.308, -1.262, 0.135)
H (-1.050, -1.431, -0.940)
H (-2.410, -1.454, 0.209)
H (1.877, -0.979, 1.059)
H (2.882, 1.691, -0.404)
H (-1.171, 2.015, 0.175)
H (-0.805, -2.044, 0.716)
H (-2.648, 1.044, -0.074)
H (-1.321, 0.953, -1.255)



7.
The following is a DFT calculation (ωB97M-V with the def2-TZVPD basis set) of 2 unconnected molecules or ions with the total composition C2H8N2P2 at a distorted geometry.

Its total charge is 0. The calculation puts the electronic energy at -23756.56555 eV. The calculation puts the energy relative to the best compared isomer or geometry (same formula, charge and spin) at 82.56 kcal/mol. Its gap between HOMO and LUMO is 8.26 eV. Its SMILES is C=PNP.C=N.

Atoms and positions in Å:
P (0.619, -1.151, -0.672)
P (-2.379, -0.735, 0.131)
N (-0.742, -0.546, -0.605)
N (0.236, 1.734, -0.578)
C (1.444, 1.323, -0.799)
C (0.984, -1.551, 0.926)
H (-1.051, -0.405, -1.684)
H (1.831, -1.410, 1.543)
H (0.040, 1.950, 0.373)
H (-1.864, -0.461, 1.428)
H (0.066, -1.552, 1.464)
H (1.514, 1.102, -1.845)
H (2.119, 1.103, 0.076)
H (-2.816, 0.598, 0.241)



8.
The following is a DFT calculation (ωB97M-V with the def2-TZVPD basis set) of 2 unconnected molecules or ions with the total composition C2H8N2S at a distorted geometry.

Its total charge is 0. The calculation puts the electronic energy at -16018.24768 eV. The calculation puts the energy relative to the best compared isomer or geometry (same formula, charge and spin) at 12.63 kcal/mol. Its gap between HOMO and LUMO is 9.80 eV. Its SMILES is [H]/N=C/N.CS.

Atoms and positions in Å:
S (-2.514, 0.395, -2.433)
N (2.783, -0.533, 2.256)
N (2.098, 1.120, 0.728)
C (2.416, -0.162, 1.080)
C (-2.989, -0.123, -0.747)
H (-2.593, -1.100, -0.488)
H (1.469, 1.186, -0.056)
H (2.642, 1.955, 0.855)
H (-4.072, -0.176, -0.702)
H (2.101, -0.925, 0.361)
H (-1.932, -0.761, -2.843)
H (-2.550, 0.590, -0.055)
H (3.142, -1.467, 2.045)